The following is a DFT calculation (wB97M-V/def2-TZVPD) of 6 unconnected molecules or ions with the total composition C50H80F7I2N2O18P2.

```
161
Properties=species:S:1:pos:R:3:lowdin_charge:R:1
C 1.55469 5.12462 -1.70965 -0.045
C 1.79842 3.55032 -1.49029 -0.351
F 2.74995 3.39792 -0.47337 -0.040
C 0.52237 2.65751 -1.52514 -0.134
C -0.30728 2.23047 -0.23784 -0.440
P -0.58976 3.93622 0.58296 0.626
O 0.87720 4.50238 1.22962 -0.419
I -1.79643 3.94778 2.73569 0.576
N -1.63991 1.58300 -0.66923 -0.019
C -1.77467 1.08245 -2.07276 -0.035
C -3.01541 0.23665 -2.49594 -0.344
C -3.33299 0.60632 -4.02177 -0.015
O -2.64359 -1.12412 -2.36531 -0.142
C -3.60184 -2.06606 -2.80996 -0.175
C -4.89413 -2.18677 -1.93408 -0.181
C -4.78061 -2.98447 -0.69576 -0.053
C -5.92309 -3.22367 0.19724 -0.055
C -7.22993 -2.64534 -0.12079 -0.062
C -7.33308 -1.86436 -1.34941 -0.067
C -6.19727 -1.61647 -2.25249 -0.027
C -2.12009 0.82876 0.51841 -0.201
C -3.48363 0.05464 0.62073 -0.096
C -4.75245 0.97893 0.91507 -0.131
C -4.69271 2.42258 0.29939 -0.080
C -5.85113 3.35981 0.85135 -0.360
F -5.27325 4.53469 1.34967 0.051
F -6.56247 2.79801 1.88498 0.107
C -6.88710 3.81422 -0.24390 -0.457
F -6.34410 4.22527 -1.41665 0.152
F -7.57353 4.89356 0.28227 0.125
F -7.82807 2.82981 -0.40063 0.140
C -0.81715 0.08636 1.13485 -0.237
C -0.94403 -1.43842 0.96395 -0.254
C -1.25891 -2.20675 2.19322 -0.063
C -1.47159 -3.64014 2.25887 -0.025
C -1.33790 -4.32678 0.94285 -0.026
C -1.01927 -3.44565 -0.17029 -0.151
N -0.84899 -2.10642 -0.20922 0.105
C 0.37131 1.01989 0.60543 -0.439
C 1.34682 -0.00272 -0.10012 -0.208
C 2.74731 0.47815 -0.61403 -0.153
C 3.58254 -0.84401 -0.94645 -0.162
F 4.24158 -0.69561 -2.19643 -0.085
P 1.09609 1.52793 2.31670 0.565
O 2.57453 2.28610 2.13180 -0.393
I 1.61678 -0.50859 3.63725 0.573
H 0.44946 5.31809 -1.65886 0.050
H 1.92900 5.47032 -2.70415 0.088
H 2.00638 5.70320 -0.85771 0.084
H 2.37663 3.29999 -2.43341 0.150
H -0.19452 3.27675 -2.14528 0.122
H 0.83329 1.72579 -2.07734 0.117
H 0.66479 5.35360 1.66564 0.053
H -2.20929 2.45593 -0.69886 0.133
H -0.88012 0.43523 -2.30110 0.153
H -1.81412 1.98176 -2.74862 0.138
H -3.98113 0.48754 -1.95778 0.140
H -3.37346 1.70850 -4.20020 0.090
H -2.46619 0.20998 -4.63211 0.098
H -4.23802 0.05675 -4.38816 0.080
H -3.09965 -3.07519 -2.72443 0.126
H -3.92902 -2.00236 -3.88012 0.127
H -3.82836 -3.48065 -0.39754 0.091
H -5.76421 -3.86023 1.09982 0.104
H -8.06622 -2.82749 0.58816 0.104
H -8.33243 -1.44051 -1.62065 0.103
H -6.33790 -1.03353 -3.18902 0.104
H -2.31086 1.56507 1.35779 0.058
H -3.38730 -0.53551 1.58245 0.132
H -3.66981 -0.72692 -0.15001 0.081
H -5.72119 0.49327 0.63192 0.126
H -4.80823 1.11708 2.03521 0.129
H -3.75512 2.95247 0.64140 0.052
H -4.75413 2.40441 -0.82854 0.125
H -0.98301 0.27345 2.23951 0.080
H -1.37852 -1.64355 3.15814 0.091
H -1.73766 -4.21255 3.17065 0.108
H -1.48152 -5.42289 0.81675 0.108
H -0.90334 -3.97320 -1.15755 0.113
H 1.60712 -0.83259 0.61933 0.081
H 0.80546 -0.40427 -1.00975 0.116
H 2.75409 1.05711 -1.57162 0.099
H 3.37743 1.04138 0.11443 0.102
H 2.95215 -1.76873 -0.93089 0.117
H 4.39904 -1.00155 -0.18827 0.127
H 2.78688 2.70456 2.98882 0.054
C -2.08960 -4.60068 -10.08079 -0.064
C -3.19382 -3.99412 -9.23852 -0.209
O -2.92845 -4.16492 -7.83763 0.035
C -2.03686 -3.32095 -7.31390 -0.600
O -1.45689 -2.44291 -7.89913 0.127
O -1.87773 -3.63617 -6.01858 -0.006
C -0.87786 -2.86536 -5.35582 -0.045
H -1.92391 -5.64372 -9.80295 0.084
H -2.34470 -4.55287 -11.14040 0.083
H -1.14473 -4.07644 -9.93174 0.076
H -4.13203 -4.51166 -9.44118 0.124
H -3.34867 -2.93973 -9.47595 0.124
H -1.04875 -1.79600 -5.48746 0.084
H 0.11127 -3.14275 -5.72251 0.105
H -0.93077 -3.09423 -4.29170 0.082
C -8.65488 -9.12570 -2.55181 -0.066
C -7.43625 -9.30859 -1.66942 -0.211
O -6.24668 -8.85610 -2.33144 0.038
C -6.06376 -7.53301 -2.34566 -0.599
O -6.79120 -6.70802 -1.85294 0.118
O -4.93833 -7.27727 -3.02753 0.009
C -4.67095 -5.88738 -3.19823 -0.045
H -8.50066 -9.60157 -3.52255 0.084
H -9.53845 -9.55968 -2.08123 0.082
H -8.85122 -8.06954 -2.74133 0.074
H -7.29172 -10.36983 -1.46416 0.124
H -7.55676 -8.80688 -0.70713 0.123
H -4.68772 -5.35926 -2.24368 0.073
H -5.39407 -5.45178 -3.88965 0.105
H -3.67537 -5.78935 -3.63055 0.092
C 4.18869 -5.35268 9.28732 -0.065
C 3.41035 -4.06341 9.45752 -0.209
O 3.04734 -3.50715 8.18502 0.036
C 2.00382 -4.08242 7.58289 -0.598
O 1.35156 -4.99947 8.00968 0.129
O 1.82058 -3.47521 6.39950 -0.016
C 0.78730 -4.05533 5.60784 -0.059
H 5.04682 -5.19899 8.62946 0.083
H 4.54340 -5.71731 10.25244 0.082
H 3.57275 -6.12969 8.83269 0.075
H 4.03864 -3.32164 9.95172 0.123
H 2.52652 -4.20594 10.08234 0.125
H -0.14725 -4.12982 6.16545 0.099
H 1.09933 -5.03794 5.25038 0.104
H 0.62449 -3.40757 4.74585 0.039
C 5.96960 5.14079 2.15374 -0.053
C 4.83069 5.70069 2.98286 -0.215
O 5.06702 5.50107 4.38182 0.030
C 5.92912 6.35678 4.94736 -0.598
O 6.49822 7.26027 4.39069 0.122
O 6.06848 6.01530 6.23226 0.007
C 7.03667 6.79379 6.93818 -0.037
H 6.15405 4.09542 2.41077 0.085
H 5.73957 5.20829 1.08903 0.081
H 6.89729 5.68321 2.33909 0.065
H 3.90984 5.16500 2.74195 0.105
H 4.65606 6.75685 2.76628 0.125
H 6.84293 7.86095 6.82986 0.097
H 8.03938 6.54855 6.58555 0.099
H 6.96484 6.53386 7.99273 0.095
C 11.26130 6.11864 -1.82626 -0.069
C 12.32857 6.77953 -0.97669 -0.213
O 11.74919 7.70574 -0.04879 0.035
C 11.19228 7.15950 1.03771 -0.600
O 11.14643 5.98360 1.29807 0.119
O 10.67006 8.14607 1.77618 0.007
C 9.96050 7.69287 2.92908 -0.040
H 10.63559 6.87161 -2.31061 0.081
H 11.71579 5.48933 -2.59322 0.080
H 10.60150 5.49707 -1.21932 0.073
H 12.99586 7.35837 -1.61629 0.123
H 12.94109 6.04211 -0.45417 0.124
H 10.57322 7.02466 3.53482 0.098
H 9.03724 7.19727 2.62604 0.083
H 9.70521 8.56524 3.52801 0.096
```

- charge = +1
- E_HOMO (eV) = -10.80